# 1
Here is a cluster of 2 separate species, C14H13N2O3 in total at a distorted geometry from OMol25. Energies are from ωB97M-V/def2-TZVPD.

```
32
Properties=species:S:1:pos:R:3:forces:R:3
C -4.606 -0.557 -1.701 -0.360 0.002 -0.031
C -3.120 -0.384 -1.594 0.309 0.115 0.073
C -2.596 0.911 -1.469 -0.103 -0.397 -0.115
C -1.239 1.112 -1.306 0.741 -0.485 -0.049
C -0.344 0.015 -1.299 -1.521 -0.742 0.109
C 1.068 0.268 -1.139 1.710 -0.247 -0.104
C 2.036 -0.651 -1.435 -1.778 -0.404 -0.317
N 3.370 -0.279 -1.558 2.219 1.837 0.301
O 4.267 -1.105 -1.888 -1.794 0.975 0.531
O 3.618 0.935 -1.334 0.160 -2.054 -0.515
C -0.874 -1.293 -1.471 0.143 0.929 0.069
C -2.247 -1.481 -1.598 0.099 0.273 -0.070
H -4.896 -1.610 -1.735 0.054 0.091 0.009
H -5.111 -0.091 -0.846 0.077 -0.128 -0.082
H -5.011 -0.068 -2.596 0.119 -0.089 0.063
H -3.278 1.760 -1.517 0.145 -0.127 0.112
H -0.818 2.113 -1.206 -0.146 -0.240 0.094
H 1.349 1.291 -0.896 0.133 -0.164 -0.211
H 1.811 -1.703 -1.591 0.415 0.321 -0.141
H -0.187 -2.141 -1.515 -0.336 0.195 0.107
H -2.646 -2.489 -1.724 0.052 0.238 0.068
N 1.392 0.337 1.329 -0.312 0.936 -0.434
C 1.781 1.583 1.801 0.019 -0.399 0.582
O 1.761 2.583 1.060 -0.079 -0.006 -0.172
C 2.194 1.652 3.202 -0.140 0.062 -0.640
C 2.096 0.558 4.018 -0.058 0.033 -0.222
C 1.609 -0.653 3.498 -0.260 -0.455 -0.647
C 1.281 -0.689 2.132 0.345 -0.216 1.438
H 2.548 2.626 3.527 0.006 -0.147 0.162
H 2.390 0.631 5.063 -0.029 -0.033 -0.038
H 1.489 -1.555 4.088 0.070 0.149 0.083
H 0.913 -1.629 1.700 0.102 0.176 -0.013
```
Positions in Å, forces in eV/Å.

## Properties
* Kohn-Sham gap: 5.979 eV
* molar mass: 257.27 g/mol
* E_LUMO: 0.090 Ha
* total charge: -1


# 2
Here is a cluster of 15 separate species, C26H82O28 in total at a distorted geometry from OMol25. Energies are from ωB97M-V/def2-TZVPD.

```
136
Properties=species:S:1:pos:R:3:forces:R:3
O 11.690 13.997 7.797 0.041 0.011 -0.228
H 11.757 14.682 7.119 0.022 -0.295 0.131
H 12.113 13.164 7.467 0.072 0.494 0.107
O 9.555 12.904 8.987 -0.263 1.272 0.464
H 9.495 11.963 8.987 0.050 -1.332 -0.215
H 10.284 13.189 8.407 -0.063 0.018 0.052
C 17.585 5.865 8.120 0.978 -0.156 0.623
C 17.050 5.655 9.526 -0.275 0.379 -0.713
O 17.476 6.761 10.308 -1.959 0.385 0.516
O 17.166 7.119 7.615 0.003 1.316 0.812
H 17.227 5.095 7.455 -0.357 -0.209 -0.321
H 18.716 5.708 8.154 -1.147 0.754 -0.107
H 17.507 4.787 9.925 0.366 -1.222 0.405
H 15.942 5.491 9.511 0.746 0.496 0.102
H 16.630 7.033 10.780 1.357 -0.125 -0.268
H 17.131 7.797 8.369 0.203 -1.607 -1.242
C 14.243 11.904 8.309 1.489 1.281 -0.455
C 14.834 10.633 8.848 -1.340 -0.318 1.038
O 15.471 9.805 7.905 0.270 0.666 -0.538
O 13.028 11.799 7.584 0.521 -0.098 0.603
H 15.038 12.340 7.610 -0.897 0.034 0.907
H 14.047 12.565 9.166 0.281 0.080 -0.396
H 14.054 10.145 9.432 -0.336 -0.863 -0.807
H 15.451 10.817 9.705 1.141 0.753 0.282
H 15.998 10.440 7.377 -0.171 -0.840 0.103
H 13.056 10.914 7.246 -0.679 -1.171 -1.012
C 10.589 10.818 14.697 2.435 0.462 0.589
C 9.633 10.217 15.644 -1.599 -1.236 0.530
O 8.311 10.337 15.122 -0.339 0.893 0.088
O 10.366 10.380 13.349 0.470 0.241 0.893
H 11.604 10.470 15.045 -0.696 0.330 -0.810
H 10.624 11.934 14.799 -0.281 -0.735 -0.498
H 9.656 10.578 16.668 0.399 0.756 0.056
H 9.802 9.144 15.810 -0.006 0.062 -0.610
H 8.120 11.299 15.036 0.046 -0.833 -0.045
H 9.471 10.656 13.162 -0.744 0.129 -0.143
C 16.660 15.565 14.044 0.620 -0.008 -0.226
C 18.077 16.058 13.572 -1.800 0.955 0.738
O 18.765 16.544 14.720 0.100 0.024 0.126
O 16.064 16.572 14.834 0.083 0.511 0.647
H 16.739 14.701 14.689 0.538 -0.318 0.278
H 15.975 15.250 13.273 0.107 0.173 -0.697
H 17.915 16.910 12.832 0.363 -1.087 0.582
H 18.672 15.241 13.179 -0.030 0.010 -0.318
H 18.133 16.925 15.358 0.113 -0.205 -0.690
H 15.294 16.974 14.430 -0.038 -0.204 -0.444
C 12.316 16.448 10.759 1.216 0.703 -0.064
C 13.379 17.023 11.711 0.219 0.829 -1.439
O 13.850 15.971 12.516 0.335 0.240 0.095
O 13.037 15.570 9.874 -1.421 -0.882 0.341
H 11.838 17.258 10.220 -0.051 0.243 -0.396
H 11.518 15.949 11.309 0.178 -0.193 0.144
H 12.943 17.818 12.292 -0.375 0.029 0.766
H 14.232 17.578 11.158 -1.159 -1.225 0.407
H 13.915 15.246 11.884 0.247 -0.323 0.008
H 12.397 14.870 9.584 0.878 0.775 -0.148
C 10.403 15.910 14.874 -1.089 0.871 2.248
C 11.460 14.991 14.397 1.220 -1.088 -0.284
O 11.005 14.032 13.399 -0.358 0.715 -0.112
O 10.030 16.888 13.912 -0.644 -0.345 -0.479
H 10.688 16.476 15.844 0.084 -0.891 -1.577
H 9.539 15.310 15.202 -0.044 0.112 -0.274
H 11.825 14.329 15.249 -0.178 1.087 -0.994
H 12.257 15.594 13.913 -0.132 -0.557 0.725
H 10.655 14.523 12.623 0.110 -0.237 0.466
H 9.152 16.660 13.546 0.801 0.154 0.265
C 17.707 11.898 12.061 -1.080 0.767 -0.332
C 18.133 10.489 11.716 0.496 -0.467 0.635
O 17.120 9.531 12.230 1.384 0.769 -1.141
O 17.523 12.033 13.494 0.387 -0.033 -1.103
H 16.869 12.249 11.382 0.031 -0.726 1.331
H 18.427 12.647 11.772 0.950 -0.062 0.114
H 19.199 10.379 12.157 -1.790 -0.518 -0.431
H 18.220 10.347 10.609 -0.268 -0.055 0.974
H 16.930 9.757 13.144 0.227 0.266 0.184
H 16.595 11.975 13.729 -0.645 -0.018 -0.282
C 9.564 9.095 9.955 -0.022 -0.501 -0.052
C 11.039 9.075 10.345 -0.303 -0.687 -0.585
O 11.326 8.483 11.618 0.384 -0.451 -1.378
O 9.331 9.920 8.785 0.019 -0.559 0.495
H 9.097 9.516 10.825 -1.077 0.240 0.381
H 9.206 8.055 9.769 0.160 0.775 0.269
H 11.444 10.083 10.260 0.063 0.034 -0.085
H 11.470 8.401 9.616 0.848 0.201 -0.116
H 10.789 8.817 12.329 -0.515 0.806 0.533
H 8.556 9.568 8.314 0.501 0.234 0.338
C 16.900 8.909 16.394 -0.481 -0.279 2.224
C 16.418 10.342 16.553 1.102 -0.297 1.308
O 15.076 10.543 16.269 -1.636 0.605 -1.252
O 18.242 8.782 16.858 1.191 1.127 -2.492
H 16.722 8.520 15.436 0.132 -0.489 -1.769
H 16.339 8.247 17.073 -0.096 0.309 -0.156
H 17.052 10.964 15.968 0.614 0.741 -0.675
H 16.659 10.558 17.612 -0.364 0.291 -0.347
H 14.892 11.268 15.604 0.613 -1.189 0.954
H 18.829 9.174 16.120 -1.189 -0.925 1.881
C 7.730 14.428 11.506 1.388 0.374 -1.286
C 7.549 13.055 12.077 -0.206 -1.148 -0.726
O 8.253 12.884 13.291 0.720 0.054 -0.103
O 9.171 14.594 11.225 -1.242 0.872 1.121
H 7.433 15.221 12.198 0.224 -0.188 0.111
H 7.148 14.596 10.567 0.395 -0.363 0.610
H 7.874 12.264 11.294 -0.518 1.163 1.069
H 6.495 12.907 12.315 -0.045 -0.217 -0.104
H 9.179 13.185 13.146 -0.443 -0.072 0.272
H 9.410 13.969 10.539 -0.020 -0.604 -0.914
C 14.379 7.173 13.720 1.145 -0.047 0.439
C 14.143 6.669 12.339 -0.871 1.421 -0.741
O 15.021 7.313 11.414 0.469 0.928 0.025
O 13.988 8.545 13.887 0.222 -0.320 0.052
H 15.470 7.027 13.836 -0.200 0.397 0.391
H 13.905 6.498 14.418 -0.466 0.020 0.465
H 13.131 6.924 11.996 -0.052 -0.457 0.296
H 14.309 5.597 12.322 0.125 -0.107 -0.186
H 15.126 8.270 11.654 -0.215 -1.058 -0.168
H 14.278 8.897 14.752 -0.075 -0.349 -0.353
C 13.950 12.414 12.492 0.602 0.268 -0.063
C 12.908 11.596 11.812 -0.621 -0.210 0.273
O 13.531 10.337 11.519 0.280 1.129 -0.697
O 14.520 11.608 13.519 0.374 1.018 0.743
H 13.502 13.334 12.881 0.133 -0.259 0.308
H 14.748 12.702 11.767 -0.396 -0.159 0.300
H 12.506 12.202 10.992 0.264 -0.525 -0.779
H 12.026 11.415 12.428 0.284 0.114 0.310
H 12.943 9.628 11.765 -0.688 -0.680 0.280
H 14.466 10.713 13.172 -0.012 -0.626 -0.204
C 12.633 7.955 5.659 -1.794 1.317 -0.682
C 13.635 6.872 5.489 2.006 -1.587 -0.497
O 14.442 6.628 6.668 -0.603 0.505 -0.245
O 13.141 9.110 6.340 -0.451 -0.884 -0.491
H 11.717 7.558 6.120 0.245 0.213 0.427
H 12.296 8.344 4.683 0.196 -0.456 0.116
H 14.308 7.094 4.626 -0.381 -0.106 0.549
H 13.146 5.883 5.276 0.210 1.042 0.063
H 15.309 7.081 6.673 -0.302 -0.213 -0.137
H 13.764 8.670 6.907 1.053 0.247 1.144
```
Positions in Å, forces in eV/Å.

## Properties
* Kohn-Sham gap: 9.886 eV
* molar mass: 842.91 g/mol
* E_LUMO: 0.010 Ha


# 3
Here is an isolated molecule of C3H6N2O3 at a distorted geometry from OMol25. Energies are from ωB97M-V/def2-TZVPD.

```
14
Properties=species:S:1:pos:R:3:forces:R:3
H 0.190 -2.004 -1.379 0.232 -0.001 0.374
N 0.460 -1.624 -0.481 0.673 -1.563 -1.061
C 1.227 -0.616 -0.269 -1.266 -0.543 2.126
O 2.422 -0.671 0.346 -0.063 0.642 -0.763
N 0.572 0.570 -0.236 0.297 -0.425 -1.167
O 0.896 1.429 0.835 -0.308 0.100 -0.262
C -0.913 0.148 -0.626 0.133 2.230 -0.258
C -1.845 0.546 0.484 -0.042 -0.723 0.049
O -1.233 -0.030 -1.767 0.569 0.270 0.927
H 2.724 -1.589 0.323 -0.219 -0.069 -0.061
H 1.723 1.844 0.549 -0.247 0.138 0.004
H -2.845 0.183 0.259 0.070 -0.107 0.057
H -1.888 1.634 0.516 0.233 0.028 -0.043
H -1.491 0.180 1.444 -0.061 0.023 0.079
```
Positions in Å, forces in eV/Å.

## Properties
* Kohn-Sham gap: 9.323 eV
* ΔE to the lowest compared entry with this formula, charge and spin: 110.9 kcal/mol
* molar mass: 118.09 g/mol
* SMILES: [H]/N=C(/O)N(O)C(C)=O
* E_LUMO: 0.022 Ha


# 4
Here is a structure of composition C29H25N3O10PbS at a distorted geometry from OMol25. Energies are from ωB97M-V/def2-TZVPD.

```
69
Properties=species:S:1:pos:R:3:forces:R:3
Pb 0.736 1.272 0.309 0.115 -0.021 0.288
O -0.834 -1.745 -0.435 -0.098 0.587 -0.146
C -0.251 -2.779 -1.085 -0.108 -0.583 0.092
C 0.651 -2.703 -2.130 0.033 0.329 -0.081
C 1.098 -3.907 -2.636 0.026 0.110 0.005
C 0.663 -5.137 -2.122 -0.085 -0.159 0.130
C -0.237 -5.199 -1.079 0.029 -0.029 -0.035
C -0.701 -3.990 -0.557 0.066 0.286 -0.100
C -1.612 -3.614 0.462 0.037 0.178 0.072
N -1.664 -2.300 0.512 0.735 -0.609 -0.082
N -2.456 -1.575 1.250 -0.942 0.559 -0.031
C -2.272 -0.274 1.516 0.711 -0.186 0.587
O -1.211 0.406 1.465 -0.482 -0.520 -0.518
C -3.476 0.342 2.139 -0.140 0.029 -0.003
C -3.712 1.698 1.944 0.104 -0.014 -0.078
C -4.835 2.291 2.496 -0.034 0.036 0.037
C -5.712 1.537 3.262 -0.032 -0.025 0.054
C -5.471 0.186 3.472 0.005 0.019 -0.003
C -4.362 -0.416 2.902 0.016 0.037 -0.037
H 0.967 -1.746 -2.523 0.006 -0.011 -0.027
H 1.812 -3.902 -3.450 -0.029 0.019 -0.003
H 1.039 -6.055 -2.553 0.021 0.030 0.003
H -0.577 -6.142 -0.672 0.031 -0.015 -0.055
H -2.217 -4.205 1.126 -0.051 0.105 0.051
H -3.027 2.263 1.326 -0.036 0.016 0.012
H -5.035 3.342 2.327 0.033 -0.007 -0.024
H -6.587 1.999 3.702 0.012 0.020 -0.024
H -6.156 -0.399 4.073 0.016 -0.006 0.003
H -4.166 -1.468 3.049 -0.030 -0.019 -0.014
O 3.166 1.348 -0.522 -0.039 -0.172 -0.038
C 4.054 0.504 -0.463 0.236 0.237 -0.033
C 3.972 -0.857 -0.006 -0.369 -0.239 0.092
C 5.171 -1.578 0.004 0.221 -0.063 0.009
C 5.208 -2.892 0.389 -0.395 0.132 0.005
C 4.018 -3.566 0.723 0.279 0.012 -0.055
C 2.838 -2.888 0.725 -0.086 0.092 0.027
C 2.752 -1.491 0.419 0.171 -0.166 0.093
O 1.619 -0.914 0.553 -0.106 0.417 -0.193
N 6.476 -3.589 0.462 0.362 -0.208 -0.077
O 6.461 -4.767 0.783 -0.058 0.180 -0.037
O 7.493 -2.966 0.202 -0.192 -0.051 0.027
H 5.067 0.795 -0.797 -0.039 0.035 0.000
H 6.097 -1.097 -0.284 -0.025 0.044 0.001
H 4.074 -4.616 0.970 -0.048 -0.008 0.056
H 1.917 -3.389 0.995 -0.031 0.009 0.004
C 1.398 0.507 3.657 -0.034 0.073 0.042
O 0.695 1.626 3.111 0.126 -0.083 0.101
H 1.009 -0.438 3.273 0.001 0.020 -0.006
H 1.352 0.512 4.748 -0.006 -0.021 -0.008
H 2.440 0.605 3.353 -0.012 -0.001 0.006
H -0.252 1.475 3.226 0.000 -0.044 -0.083
C -0.920 -2.768 -6.636 0.000 0.052 0.065
C -1.205 -1.712 -5.602 0.026 -0.036 -0.053
C -0.478 -0.520 -5.597 -0.038 0.021 0.060
C -0.687 0.434 -4.616 -0.015 -0.024 -0.037
C -1.634 0.197 -3.629 0.219 0.001 0.244
C -2.383 -0.966 -3.631 -0.138 0.061 0.117
C -2.169 -1.915 -4.620 0.050 0.009 -0.027
S -1.727 1.333 -2.265 0.010 0.199 -0.016
O -2.744 0.841 -1.366 0.204 -0.235 0.223
O -1.925 2.660 -2.778 0.073 0.039 -0.177
O -0.326 1.213 -1.688 -0.372 -0.309 -0.230
H -0.648 -2.317 -7.590 -0.001 -0.032 -0.014
H -1.782 -3.415 -6.789 0.015 -0.010 -0.010
H -0.083 -3.392 -6.312 -0.016 -0.030 -0.049
H 0.265 -0.351 -6.368 -0.010 0.027 -0.004
H -0.128 1.361 -4.590 0.048 -0.054 -0.070
H -3.132 -1.104 -2.859 0.074 -0.052 -0.011
H -2.747 -2.832 -4.621 -0.015 0.024 -0.015
```
Positions in Å, forces in eV/Å.

## Properties
* Kohn-Sham gap: 7.816 eV
* ΔE to the lowest compared entry with this formula, charge and spin: 8.6 kcal/mol
* molar mass: 814.80 g/mol
* E_LUMO: -0.036 Ha